[1]
{"formula": "C14H17ClN2O4S", "method": "ωB97M-V/def2-TZVPD", "charge": 0, "lumo_energy_ev": -0.291, "smiles": "O=C(NC1CC1)c1ccc(Cl)c(S(=O)(=O)N2CCOCC2)c1", "e_tot_ha": -1812.01232, "elements": ["O", "C", "N", "C", "C", "C", "H", "H", "H", "H", "H", "H", "C", "C", "C", "C", "C", "C", "H", "H", "Cl", "S", "O", "O", "N", "C", "H", "C", "O", "C", "H", "C", "H", "H", "H", "H", "H", "H", "H"], "positions_angstrom": [[1.931, 0.825, -0.220], [2.188, -0.335, 0.046], [3.373, -0.719, 0.480], [4.436, -0.024, 0.600], [5.025, 0.380, -0.777], [5.626, -0.631, 0.179], [6.488, -0.446, 0.850], [5.651, -1.511, -0.429], [5.362, 1.576, -0.685], [4.560, 0.270, -1.569], [4.332, 0.833, 1.532], [3.151, -1.645, 0.787], [0.930, -1.495, -0.099], [-0.360, -0.699, 0.109], [-1.490, -1.630, -0.107], [-1.381, -3.020, 0.049], [0.004, -3.690, -0.105], [1.032, -2.744, -0.036], [2.158, -3.017, -0.279], [0.058, -4.548, -0.136], [-2.746, -3.985, -0.185], [-3.280, -0.867, 0.236], [-3.841, -1.250, -1.063], [-3.790, -1.257, 1.524], [-2.865, 0.847, -0.185], [-3.421, 1.536, 1.039], [-3.468, 0.798, 1.998], [-2.696, 2.995, 1.082], [-2.783, 3.424, -0.036], [-2.057, 2.601, -1.045], [-2.123, 3.305, -2.105], [-2.856, 1.275, -1.375], [-2.268, 0.673, -1.911], [-3.864, 1.340, -1.650], [-1.073, 2.392, -0.843], [-3.182, 3.737, 1.828], [-1.680, 2.647, 1.289], [-4.552, 1.734, 1.041], [-0.527, 0.324, 0.171]]}

[2]
{"formula": "C12H23HfN4O9", "method": "ωB97M-V/def2-TZVPD", "charge": 3, "lumo_energy_ev": -15.361, "e_tot_ha": -1413.46631, "elements": ["Hf", "C", "C", "O", "H", "H", "H", "H", "H", "C", "N", "O", "O", "H", "H", "H", "C", "N", "O", "O", "H", "H", "H", "C", "N", "O", "O", "H", "H", "H", "C", "N", "O", "O", "H", "H", "H", "C", "C", "C", "C", "C", "C", "H", "H", "H", "H", "H", "H"], "positions_angstrom": [[-0.797, 3.586, 2.157], [-1.547, -0.302, -0.128], [-0.431, 0.660, 0.221], [-0.636, 1.737, 1.087], [-2.497, 0.186, -0.368], [-1.800, -0.966, 0.701], [-1.387, -0.872, -1.043], [-0.180, 1.061, -0.771], [0.450, 0.057, 0.462], [-3.494, -2.042, -3.270], [-2.102, -2.469, -3.558], [-1.823, -3.635, -3.522], [-1.285, -1.576, -3.740], [-4.098, -2.945, -3.305], [-3.720, -1.439, -4.148], [-3.546, -1.535, -2.314], [-3.066, 2.402, -2.406], [-4.065, 2.084, -3.459], [-3.753, 1.194, -4.227], [-5.109, 2.685, -3.451], [-3.283, 3.407, -2.051], [-2.087, 2.207, -2.831], [-3.275, 1.752, -1.556], [-2.606, -0.410, 3.691], [-3.274, 0.842, 3.229], [-4.304, 0.769, 2.667], [-2.599, 1.891, 3.357], [-1.621, -0.175, 4.078], [-2.431, -1.090, 2.859], [-3.276, -0.875, 4.410], [3.158, 1.297, 1.771], [2.964, 2.771, 1.716], [3.941, 3.426, 1.705], [1.825, 3.286, 1.842], [3.626, 1.065, 0.811], [2.254, 0.697, 1.751], [3.844, 1.065, 2.580], [3.138, -1.742, -0.313], [4.314, -1.371, -0.958], [5.508, -1.187, -0.200], [5.537, -1.529, 1.153], [4.378, -1.928, 1.771], [3.139, -2.022, 1.048], [2.194, -1.938, -0.805], [4.356, -1.249, -2.033], [6.446, -0.901, -0.659], [6.453, -1.486, 1.726], [4.377, -2.161, 2.829], [2.189, -2.282, 1.492]]}

[3]
{"formula": "C5H12N2O", "method": "ωB97M-V/def2-TZVPD", "charge": 0, "lumo_energy_ev": 0.693, "smiles": "CC/C(N)=C/N.C=O", "e_tot_ha": -382.37885, "relative_energy_ev": 3.365, "elements": ["C", "O", "C", "C", "C", "C", "N", "N", "H", "H", "H", "H", "H", "H", "H", "H", "H", "H", "H", "H"], "positions_angstrom": [[-0.206, 4.398, 0.616], [-0.970, 3.677, -0.013], [1.335, 0.558, -0.996], [1.205, -0.298, 0.273], [0.291, -1.469, -0.034], [-1.002, -1.527, 0.454], [-1.742, -2.743, 0.281], [0.915, -2.687, -0.530], [0.877, 4.116, 0.577], [-0.514, 5.276, 1.185], [1.334, 1.661, -0.692], [0.429, 0.356, -1.641], [2.236, -0.635, 0.541], [0.840, 0.251, 1.191], [-1.528, -0.557, 0.540], [-1.789, -3.093, -0.664], [-2.545, -2.857, 0.885], [0.292, -3.397, -0.335], [2.336, 0.302, -1.453], [1.850, -2.804, -0.163]]}

[4]
{"formula": "H34O17", "method": "ωB97M-V/def2-TZVPD", "charge": 0, "lumo_energy_ev": -0.389, "e_tot_ha": -1299.43735, "relative_energy_ev": 2.520, "elements": ["O", "H", "H", "O", "H", "H", "O", "H", "H", "O", "H", "H", "O", "H", "H", "O", "H", "H", "O", "H", "H", "O", "H", "H", "O", "H", "H", "O", "H", "H", "O", "H", "H", "O", "H", "H", "O", "H", "H", "O", "H", "H", "O", "H", "H", "O", "H", "H", "O", "H", "H"], "positions_angstrom": [[-0.564, -2.203, 1.481], [-0.196, -2.748, 0.742], [0.122, -2.128, 2.154], [-0.570, -2.730, -1.413], [-0.782, -3.639, -1.424], [0.309, -2.699, -1.863], [-2.562, -1.075, -2.325], [-1.871, -1.604, -1.817], [-3.247, -1.149, -1.737], [0.125, -0.077, -0.386], [0.780, 0.280, 0.184], [-0.454, -0.527, 0.185], [1.650, 2.376, -1.588], [1.643, 2.202, -0.657], [2.545, 2.559, -1.837], [0.571, 0.437, -3.454], [0.084, 1.063, -2.847], [-0.073, -0.290, -3.392], [-1.165, 0.570, 2.360], [-1.495, 0.711, 3.230], [-1.951, 0.414, 1.871], [2.090, -1.799, -0.549], [1.257, -1.339, -0.801], [2.821, -1.304, -0.922], [3.217, -0.166, -2.367], [2.419, 0.351, -2.170], [3.958, 0.382, -2.131], [1.998, 1.311, 0.943], [2.962, 1.291, 0.901], [1.879, 1.155, 1.888], [0.945, 3.812, 1.419], [1.030, 2.879, 1.333], [0.089, 3.762, 1.850], [-2.817, -0.367, 0.450], [-3.002, 0.301, -0.221], [-3.535, -0.249, 1.131], [-1.155, 2.422, 0.247], [-1.016, 1.822, -0.494], [-1.208, 1.818, 0.974], [2.191, -1.331, 2.031], [2.832, -0.740, 2.403], [2.307, -1.384, 1.056], [-2.905, -3.554, 0.272], [-2.985, -4.081, 1.098], [-2.207, -2.925, 0.387], [-1.536, 1.447, -2.134], [-2.139, 1.969, -2.628], [-1.996, 0.593, -1.962], [0.968, 1.410, 3.444], [0.374, 1.614, 4.210], [0.254, 1.157, 2.887]]}

[5]
{"formula": "C15H44FN17O9", "method": "ωB97M-V/def2-TZVPD", "charge": 0, "lumo_energy_ev": 0.385, "smiles": "CC[C@H](F)[C@@H]1CCNC1=O.NC(N)=O.NC(N)=O.NC(N)=O.NC(N)=O.NC(N)=O.NC(N)=O.NC(N)=O.NC(N)=O", "e_tot_ha": -2306.18032, "elements": ["C", "C", "C", "F", "C", "C", "C", "N", "C", "O", "H", "H", "H", "H", "H", "H", "H", "H", "H", "H", "H", "H", "C", "O", "N", "N", "H", "H", "H", "H", "C", "O", "N", "N", "H", "H", "H", "H", "C", "O", "N", "N", "H", "H", "H", "H", "C", "O", "N", "N", "H", "H", "H", "H", "C", "O", "N", "N", "H", "H", "H", "H", "C", "O", "N", "N", "H", "H", "H", "H", "C", "O", "N", "N", "H", "H", "H", "H", "C", "O", "N", "N", "H", "H", "H", "H"], "positions_angstrom": [[2.571, 1.003, 0.240], [1.211, 1.561, -0.177], [0.066, 0.564, -0.061], [0.487, -0.755, -0.026], [-1.041, 0.732, -1.112], [-1.946, 1.827, -0.567], [-3.067, 1.081, 0.231], [-2.915, -0.335, -0.086], [-1.871, -0.543, -1.009], [-1.683, -1.597, -1.564], [3.110, 1.689, 0.876], [3.195, 0.864, -0.636], [2.512, 0.045, 0.739], [1.274, 1.966, -1.181], [0.944, 2.409, 0.460], [-0.429, 0.733, 0.893], [-0.692, 1.052, -2.085], [-2.465, 2.297, -1.399], [-1.453, 2.661, -0.087], [-3.004, 1.288, 1.288], [-4.014, 1.387, -0.189], [-2.641, -0.906, 0.719], [0.222, -0.891, -4.809], [-0.059, 0.233, -4.421], [-0.149, -2.015, -4.115], [0.909, -1.122, -5.962], [0.068, -2.945, -4.419], [-0.671, -1.874, -3.262], [1.184, -0.323, -6.502], [1.136, -2.037, -6.302], [2.550, -3.981, -0.927], [3.396, -4.500, -0.222], [1.676, -3.039, -0.467], [2.407, -4.299, -2.254], [0.980, -2.594, -1.035], [1.766, -2.765, 0.493], [3.033, -4.984, -2.631], [1.730, -3.865, -2.851], [-1.956, -3.077, 1.894], [-2.051, -1.855, 1.924], [-2.535, -3.876, 2.833], [-1.261, -3.721, 0.912], [-2.471, -4.876, 2.828], [-3.055, -3.427, 3.567], [-0.825, -3.141, 0.219], [-1.159, -4.716, 0.851], [2.623, 4.945, 0.355], [2.258, 3.955, 0.980], [2.289, 6.213, 0.738], [3.388, 4.857, -0.766], [2.578, 7.034, 0.243], [1.722, 6.312, 1.559], [3.652, 3.938, -1.072], [3.701, 5.653, -1.287], [5.345, 4.414, 3.724], [5.948, 3.636, 3.011], [5.861, 4.904, 4.889], [4.080, 4.856, 3.409], [5.369, 5.533, 5.494], [6.776, 4.590, 5.151], [3.672, 4.503, 2.559], [3.559, 5.501, 3.973], [-6.162, -3.590, 4.216], [-5.356, -4.134, 4.954], [-6.941, -2.542, 4.622], [-6.348, -3.982, 2.921], [-7.603, -2.081, 4.029], [-6.829, -2.228, 5.567], [-5.791, -4.746, 2.591], [-6.999, -3.549, 2.294], [-2.116, -2.018, -8.163], [-0.938, -2.149, -8.449], [-3.109, -2.128, -9.099], [-2.540, -1.751, -6.892], [-4.083, -2.023, -8.890], [-2.830, -2.322, -10.042], [-1.837, -1.663, -6.181], [-3.503, -1.641, -6.640], [2.253, 1.794, 5.388], [2.501, 2.379, 6.432], [1.542, 0.623, 5.362], [2.656, 2.264, 4.175], [1.325, 0.124, 4.520], [1.232, 0.255, 6.241], [3.186, 3.127, 4.163], [2.458, 1.804, 3.306]]}

[6]
{"formula": "C26H23N4NiSeTe", "method": "ωB97M-V/def2-TZVPD", "charge": 1, "lumo_energy_ev": -3.709, "e_tot_ha": -5401.13269, "relative_energy_ev": 0.000, "elements": ["Ni", "Se", "N", "C", "C", "C", "C", "C", "N", "C", "C", "N", "C", "C", "C", "C", "C", "N", "H", "H", "H", "H", "H", "H", "C", "C", "C", "C", "C", "C", "H", "H", "H", "H", "H", "H", "H", "H", "H", "C", "Te", "C", "C", "C", "C", "C", "C", "C", "H", "H", "H", "H", "H", "H", "H", "H"], "positions_angstrom": [[-0.517, -0.592, -0.414], [-7.661, 1.718, -0.468], [-6.394, 1.659, -1.714], [-5.313, 1.207, -1.138], [-4.046, 1.023, -1.842], [-3.836, 1.361, -3.178], [-2.581, 1.179, -3.719], [-1.574, 0.632, -2.934], [-1.767, 0.278, -1.665], [-2.980, 0.499, -1.122], [-3.086, 0.200, 0.301], [-1.955, -0.244, 0.882], [-1.961, -0.498, 2.184], [-3.104, -0.324, 2.962], [-4.266, 0.123, 2.374], [-4.265, 0.398, 1.005], [-5.421, 0.897, 0.266], [-6.590, 1.101, 0.810], [-4.650, 1.772, -3.760], [-2.369, 1.445, -4.745], [-0.585, 0.466, -3.339], [-1.026, -0.853, 2.596], [-3.061, -0.539, 4.020], [-5.171, 0.273, 2.948], [3.841, -2.119, 2.021], [2.422, -2.251, 2.590], [2.316, -1.468, 3.905], [2.113, -3.733, 2.839], [1.451, -1.713, 1.619], [0.652, -1.268, 0.821], [4.563, -2.525, 2.731], [4.090, -1.072, 1.839], [3.937, -2.671, 1.084], [3.013, -1.877, 4.638], [1.308, -1.533, 4.317], [2.556, -0.416, 3.749], [2.821, -4.142, 3.561], [2.202, -4.309, 1.915], [1.104, -3.863, 3.235], [0.933, -3.855, -1.051], [0.611, -2.031, -2.111], [2.699, -1.728, -1.799], [3.255, -3.119, -1.626], [4.611, -3.376, -1.797], [5.111, -4.652, -1.589], [4.256, -5.679, -1.215], [2.903, -5.429, -1.052], [2.397, -4.149, -1.251], [0.291, -4.636, -1.454], [0.685, -3.652, -0.011], [2.779, -1.148, -0.879], [3.140, -1.186, -2.631], [5.277, -2.575, -2.093], [6.166, -4.846, -1.728], [4.641, -6.679, -1.064], [2.233, -6.233, -0.772]]}

[7]
{"formula": "C3H9OS", "method": "ωB97M-V/def2-TZVPD", "charge": -1, "lumo_energy_ev": 4.216, "e_tot_ha": -593.14587, "relative_energy_ev": 0.735, "elements": ["C", "C", "C", "S", "H", "H", "H", "H", "H", "H", "H", "H", "H", "O"], "positions_angstrom": [[0.204, -2.214, -0.381], [-0.252, -0.728, -0.361], [0.665, 0.228, 0.435], [-0.146, 0.806, 2.013], [-0.271, -2.762, 0.442], [1.242, -2.246, -0.076], [0.045, -2.701, -1.338], [-0.459, -0.375, -1.381], [-1.213, -0.710, 0.158], [0.800, 1.114, -0.182], [1.622, -0.176, 0.757], [-0.696, 3.569, 0.674], [-0.982, 2.674, -0.478], [-0.558, 3.521, -0.281]]}

[8]
{"formula": "C8H11NO", "method": "ωB97M-V/def2-TZVPD", "charge": 0, "lumo_energy_ev": 0.698, "smiles": "c1ccccc1.CC(N)=O", "e_tot_ha": -441.32811, "relative_energy_ev": 3.251, "elements": ["C", "C", "C", "C", "C", "C", "C", "C", "H", "H", "H", "H", "H", "H", "H", "H", "H", "H", "H", "N", "O"], "positions_angstrom": [[-0.371, 0.969, 0.850], [0.255, 1.430, 2.025], [1.332, 2.229, 2.096], [2.034, 2.381, 0.859], [1.434, 2.185, -0.444], [0.210, 1.355, -0.451], [-1.359, -1.719, -1.271], [-1.701, -3.192, -1.359], [-1.124, 0.145, 0.821], [0.022, 1.203, 3.061], [1.976, 2.282, 2.894], [3.027, 3.057, 0.563], [2.000, 2.543, -1.392], [-0.381, 1.080, -1.266], [0.058, -0.656, -0.364], [0.261, -2.299, -0.405], [-2.337, -3.439, -0.423], [-0.859, -3.984, -1.220], [-2.133, -3.279, -2.385], [-0.167, -1.554, -0.894], [-2.177, -0.738, -1.293]]}

[9]
{"formula": "H14O7", "method": "ωB97M-V/def2-TZVPD", "charge": 0, "lumo_energy_ev": -0.040, "smiles": "O.O.O.O.O.O.O", "e_tot_ha": -535.05416, "relative_energy_ev": 1.896, "elements": ["O", "H", "H", "O", "H", "H", "O", "H", "H", "O", "H", "H", "O", "H", "H", "O", "H", "H", "O", "H", "H"], "positions_angstrom": [[-0.036, 2.192, -2.036], [-0.238, 1.537, -1.351], [-0.004, 1.648, -2.815], [-0.710, 0.006, -0.552], [-0.656, -0.920, -0.495], [-1.019, 0.398, 0.239], [1.318, 2.891, 0.888], [1.422, 1.964, 0.794], [0.963, 2.866, 1.773], [-1.363, 1.228, 1.962], [-1.747, 1.014, 2.790], [-1.725, 2.051, 1.643], [0.018, -3.189, -1.659], [-0.484, -3.719, -2.277], [0.710, -2.674, -2.216], [1.801, 0.322, 0.612], [2.167, 0.448, -0.274], [0.985, -0.073, 0.350], [-0.292, -2.420, 1.130], [0.070, -2.834, 0.369], [-1.175, -2.732, 1.129]]}

[10]
{"formula": "C8H9ClN3", "method": "ωB97M-V/def2-TZVPD", "charge": 1, "lumo_energy_ev": [-4.859, -4.860], "e_tot_ha": -934.36770, "relative_energy_ev": 0.817, "elements": ["C", "C", "C", "C", "C", "C", "C", "C", "N", "N", "N", "Cl", "H", "H", "H", "H", "H", "H", "H", "H", "H"], "positions_angstrom": [[-2.742, 1.411, -0.154], [-1.507, 1.885, -0.117], [-1.932, -0.958, -0.095], [0.477, -1.172, 0.138], [-0.642, -0.453, -0.038], [-2.918, -0.041, -0.172], [-0.397, 0.956, 0.004], [1.622, -0.378, -0.083], [0.858, 1.305, 0.101], [2.421, -0.480, -1.219], [2.640, -0.361, 1.095], [-4.534, -0.606, -0.061], [-3.636, 1.991, -0.072], [-1.575, 3.026, -0.163], [-2.082, -2.048, -0.156], [0.459, -2.257, 0.267], [2.886, 0.338, -1.498], [1.831, -0.861, -1.966], [2.320, 0.142, 1.937], [3.587, -0.101, 0.803], [2.865, -1.338, 1.449]]}

[11]
{"formula": "C8H28O7", "method": "ωB97M-V/def2-TZVPD", "charge": 0, "lumo_energy_ev": -0.160, "smiles": "C=C(CC)C/C=C/C.O.O.O.O.O.O.O", "e_tot_ha": -848.21285, "relative_energy_ev": 1.660, "elements": ["C", "C", "C", "C", "C", "C", "C", "C", "H", "H", "H", "H", "H", "H", "H", "H", "H", "H", "H", "H", "H", "H", "H", "H", "O", "H", "H", "O", "H", "H", "O", "H", "H", "O", "H", "H", "O", "H", "H", "O", "H", "H", "O"], "positions_angstrom": [[2.268, 2.722, -0.686], [1.433, 1.441, -0.994], [-0.065, 1.552, -0.772], [-0.809, 2.365, -1.519], [-0.695, 0.723, 0.333], [-0.641, -0.734, 0.044], [-1.731, -1.491, 0.154], [-1.798, -2.886, -0.320], [3.302, 2.498, -0.920], [1.804, 3.515, -1.275], [2.271, 3.059, 0.347], [1.800, 0.538, -0.498], [1.604, 1.339, -2.063], [-1.845, 2.594, -1.352], [-0.477, 3.106, -2.236], [-1.687, 1.153, 0.473], [-0.080, 1.076, 1.179], [0.330, -1.136, -0.225], [-2.626, -1.157, 0.659], [-1.074, -3.153, -1.087], [-1.712, -3.639, 0.476], [-2.695, -3.032, -0.936], [-0.784, 1.380, 3.813], [-0.732, 1.846, 2.361], [-1.010, 2.127, 3.234], [-0.702, 0.676, -2.865], [-2.137, 0.398, -3.463], [-1.201, 0.352, -3.636], [2.720, -0.330, 3.945], [2.868, -1.668, 3.277], [2.984, -0.730, 3.098], [1.783, -3.547, -2.175], [3.099, -2.932, -2.487], [2.184, -2.691, -2.251], [-2.610, -0.114, 3.680], [-3.520, 0.427, 2.529], [-3.398, -0.258, 3.175], [0.071, -0.943, -4.306], [1.143, -1.971, -3.760], [0.933, -1.380, -4.510], [0.769, -0.412, 4.559], [0.595, -0.360, 3.097], [0.070, -0.322, 3.902]]}